C3H5BN2O2 | the ωB97M-V functional and the def2-TZVPD basis

Geometry as XYZ:
```
13
Properties=species:S:1:pos:R:3:forces:R:3
H -3.7475 0.5067 0.6247 -0.2 0.2 0.1
N -3.0863 -0.1036 0.2208 0.3 -0.6 0.0
B -2.3267 -1.0865 0.0614 -0.7 1.3 -0.1
O -1.5229 -2.0898 -0.1902 0.2 -1.1 0.2
H -0.7698 -1.9869 -0.7616 0.3 0.3 -0.3
C 0.1792 1.3454 -0.3033 -0.1 0.0 0.0
C 0.9398 0.4656 0.3328 -0.8 0.1 0.1
N 2.2625 0.3304 0.0341 0.6 0.0 -0.1
C 3.3498 -0.1409 0.0559 -0.7 0.5 -0.2
O 4.4526 -0.4847 -0.0421 1.1 -0.6 0.1
H 0.5940 1.9903 -1.0587 0.1 0.1 -0.2
H -0.8700 1.4293 -0.0891 -0.2 0.0 0.2
H 0.5452 -0.1753 1.1154 0.0 0.0 0.0
```
Positions in Å, forces in eV/Å.

As for the SMILES: [H]/N=B/O.C=CN=C=O. The value obtained for the energy above the lowest of the compared OMol25 structures with the same formula, charge and spin is 2.525 eV. The calculation puts the LUMO energy at 0.201 eV. For the orbital gap, the calculation gives 0.35752 Eh. Its HOMO energy is -9.527 eV. The value obtained for the calculated total energy is -402.17997 Eh. As for the total charge: 0.

---

C3H8BFS | the ωB97M-V functional and the def2-TZVPD basis

Geometry as XYZ:
```
14
Properties=species:S:1:pos:R:3:forces:R:3
C -1.4415 0.7136 0.7199 -0.3 0.1 -0.3
C -0.3482 1.0350 -0.3027 0.0 -0.1 0.3
C 0.9108 0.1715 -0.1054 -0.6 -0.1 -0.1
F 1.0564 -0.1264 1.2648 0.2 0.2 0.0
B 0.9325 -1.1322 -0.9852 0.0 -0.2 0.2
S 1.4816 -2.7024 -0.3358 -0.5 -0.2 -0.2
H -1.5234 -0.3574 0.9046 0.1 0.0 0.1
H -1.2955 1.2444 1.6566 0.2 -0.2 0.1
H -2.4043 1.0367 0.3223 0.0 0.0 0.0
H -0.7454 0.8399 -1.2989 0.1 0.1 -0.1
H -0.0946 2.0936 -0.2435 0.0 0.0 0.0
H 1.7938 0.7540 -0.4000 0.0 -0.1 0.0
H 0.5915 -1.0890 -2.1236 0.4 0.1 -0.1
H 1.0864 -2.4814 0.9270 0.5 0.2 0.1
```
Positions in Å, forces in eV/Å.

As for the SMILES: CC[C@@H](F)BS. The calculation puts the LUMO energy at 0.429 eV. For the orbital gap, the calculation gives 0.38692 Eh. Its HOMO energy is -10.099 eV. The value obtained for the calculated total energy is -642.01047 Eh. As for the total charge: 0.

---

Look up the total charge of the second one.
0

---

Which formula does entry 1 have?
C3H5BN2O2